*one*
This record from OMol25 describes the molecule C2H4OS2. The level of theory is ωB97M-V/def2-TZVPD.

Properties
Charge: 0

Each line ends with the natural charge from an NBO analysis.
Element x y z (Å)
C  -1.33436  -0.02003  1.09702  -0.25
C  -0.65994  0.08723  -0.36127  -0.46
S  1.13933  -0.06260  -0.59524  1.31
O  1.68908  -1.44434  -0.68484  -0.88
S  2.15132  1.13086  0.63703  -0.44
H  -2.36895  -0.32651  1.32228  0.23
H  -0.60111  -0.11141  1.86184  0.21
H  -1.14895  0.13448  -1.31318  0.22
H  1.13358  0.61230  -1.96363  0.06

---

*two*
This record from OMol25 describes a cluster of 2 separate species, C2H4OS2 in total. The level of theory is ωB97M-V/def2-TZVPD.

Properties
Charge: 0

Each line ends with the natural charge from an NBO analysis.
Element x y z (Å)
O  1.02165  -1.06313  -0.59655  -0.69
C  1.71116  -0.32636  0.28303  0.00
S  2.89163  0.61978  -0.11984  0.01
H  0.46083  -1.86000  -0.39721  0.52
H  1.50593  -0.53354  1.35113  0.17
C  -1.82194  0.87461  -0.09844  -0.49
S  -3.00462  -0.21414  -0.01694  0.08
H  -1.31759  0.94186  -1.11367  0.20
H  -1.44705  1.56090  0.70849  0.20

---

Least stable structure: *one*

---

*one*
This record from OMol25 describes the molecule C2H4OS2. The level of theory is ωB97M-V/def2-TZVPD.

Properties
Charge: 0

Each line ends with the natural charge from an NBO analysis.
Element x y z (Å)
O  -0.66116  1.58280  -0.05600  -0.65
C  -0.92416  0.30103  -0.03913  0.22
S  -2.42431  -0.30493  -0.36594  -0.07
C  0.22597  -0.56585  0.48164  -0.62
S  1.79401  -0.06891  -0.37724  -0.05
H  0.33673  1.68983  -0.07984  0.49
H  0.00607  -1.69020  0.43710  0.27
H  0.32398  -0.34668  1.58232  0.25
H  1.32287  -0.59710  -1.58289  0.15

---

*two*
This record from OMol25 describes a structure of composition C2H4OS2. The level of theory is ωB97M-V/def2-TZVPD.

Properties
Charge: 0

Each line ends with the natural charge from an NBO analysis.
Element x y z (Å)
C  -0.84410  0.32972  -0.08171  -0.20
C  0.47725  0.96848  -0.11923  -0.74
O  0.53947  -1.99070  -0.08663  -0.90
S  -2.53367  0.93917  0.12502  -0.14
S  -1.01444  -1.40648  -0.04836  0.71
H  1.34389  0.30132  -0.27974  0.25
H  0.50657  1.47794  0.85380  0.27
H  0.46885  1.49840  -1.07300  0.27
H  1.05617  -2.11787  0.70984  0.50

---

Least stable structure: *two*

---

*one*
This record from OMol25 describes the molecule C8H14N2O. The level of theory is ωB97M-V/def2-TZVPD.

Properties
Charge: 0

Each line ends with the natural charge from an NBO analysis.
Element x y z (Å)
O  -3.95848  1.41866  0.75168  -0.70
C  -3.21975  0.72266  -0.16804  0.31
N  -2.50531  -0.22511  0.33069  -0.33
N  -1.84459  -1.04849  -0.52824  -0.48
C  -0.99196  -1.89041  0.30307  -0.21
C  0.36706  -1.93123  -0.31551  -0.45
C  0.91053  -0.54569  -0.21450  0.04
C  1.28381  0.10396  -1.29228  -0.22
C  1.77457  1.49590  -0.94462  -0.43
C  1.22479  1.72413  0.45087  -0.40
C  1.14071  0.35524  1.01466  -0.44
H  -3.64744  1.21053  1.66573  0.49
H  -3.46992  0.99841  -1.19243  0.16
H  -1.63256  -0.76789  -1.46465  0.37
H  -1.41173  -2.92341  0.50393  0.18
H  -1.08055  -1.38626  1.32315  0.21
H  1.14235  -2.52567  0.28768  0.22
H  0.12485  -2.34490  -1.27537  0.22
H  1.28252  -0.15525  -2.31306  0.20
H  1.71782  2.29423  -1.79196  0.21
H  2.85083  1.43726  -0.85285  0.20
H  1.81737  2.32264  1.16955  0.21
H  0.32748  2.17058  0.26274  0.21
H  1.99878  -0.07598  1.53938  0.21
H  0.29553  0.14795  1.67817  0.22

---

*two*
This record from OMol25 describes a cluster of 2 separate species, C8H14N2O in total. The level of theory is ωB97M-V/def2-TZVPD.

Properties
Charge: 0

Each line ends with the natural charge from an NBO analysis.
Element x y z (Å)
C  5.95818  -0.08693  -1.45879  -0.21
C  5.22110  -1.01008  -1.09695  -0.04
C  4.38516  -1.74197  -0.21249  -0.30
C  3.41372  -1.21072  0.53649  0.02
N  2.92350  0.10845  0.66971  0.08
O  1.73464  0.18588  0.32826  -0.52
C  3.72234  1.03696  1.07769  0.01
C  3.17710  2.43832  0.86740  -0.67
H  6.53571  0.45201  -2.17516  0.24
H  4.43688  -2.82182  -0.36713  0.24
H  2.75871  -1.90436  1.08085  0.22
H  4.71595  0.72530  1.30868  0.21
H  2.31348  2.52894  1.56585  0.24
H  2.87406  2.55033  -0.23027  0.24
H  4.02134  3.16813  1.11615  0.22
C  -4.83805  -0.26036  -0.92130  -0.43
N  -5.48643  -0.43362  0.38211  -0.61
C  -6.83997  -0.74734  0.11377  -0.40
H  -5.57114  0.36970  -1.50991  0.17
H  -3.75793  0.06203  -0.82894  0.21
H  -4.84985  -1.32633  -1.21451  0.19
H  -5.49692  0.44578  0.92818  0.34
H  -6.73900  -1.55462  -0.59064  0.18
H  -7.29571  -1.06480  0.94336  0.19
H  -7.31687  0.09114  -0.31240  0.16

---

Least stable structure: *two*

---

*one*
This record from OMol25 describes the molecule C4H6ClN. The level of theory is ωB97M-V/def2-TZVPD.

Properties
Charge: 0

Each line ends with the natural charge from an NBO analysis.
Element x y z (Å)
C  -0.79554  0.67801  -0.80431  -0.65
C  -0.23435  0.48694  0.70013  -0.42
C  0.43779  -0.93368  0.74099  -0.24
Cl  -0.97733  -1.76452  -0.26208  -0.08
C  1.48325  -0.82272  -0.14766  0.23
N  2.54982  -0.86908  -0.62103  -0.25
H  0.11691  1.12820  -1.45010  0.22
H  -1.34140  -0.12169  -1.14562  0.22
H  -1.40204  1.63892  -0.98170  0.22
H  -1.18159  0.65258  1.40467  0.24
H  0.64966  1.34809  0.91556  0.23
H  0.69481  -1.42104  1.65113  0.27

---

*two*
This record from OMol25 describes the molecule C4H6ClN. The level of theory is ωB97M-V/def2-TZVPD.

Properties
Charge: 0

Each line ends with the natural charge from an NBO analysis.
Element x y z (Å)
Cl  1.99547  -0.55539  -0.03631  0.03
C  1.17255  0.88060  0.06286  -0.23
C  -0.05388  1.01239  0.01976  -0.25
C  -0.93559  -0.06182  -0.25993  -0.12
C  -2.02126  -0.34909  0.85514  -0.23
N  -2.36696  -0.29391  -0.71670  -0.59
H  1.70371  1.88232  0.40314  0.22
H  -0.29931  2.04864  0.04511  0.22
H  -0.37265  -0.88741  -0.51224  0.20
H  -2.31369  0.41512  1.43966  0.18
H  -2.21118  -1.37720  1.35563  0.21
H  -2.83207  0.52510  -1.16418  0.36

---

Least stable structure: *two*

---

*one*
This record from OMol25 describes a cluster of 2 separate species, C3H8NO in total. The level of theory is ωB97M-V/def2-TZVPD.

Properties
Multiplicity: 2
Charge: 0

Each line ends with the natural charge from an NBO analysis.
Element x y z (Å)
C  -0.47360  -0.68346  2.14163  -0.19
N  0.19161  0.44115  1.73702  -0.88
H  -1.14261  -0.51849  2.97695  0.15
H  -0.58269  -1.59091  1.57803  0.15
H  0.37593  0.80905  0.78218  0.39
H  1.03959  0.71748  2.24306  0.36
C  0.24023  -0.88622  -1.81835  -0.52
C  0.19629  0.44477  -1.74320  0.14
O  -0.49059  1.06420  -0.75155  -0.70
H  1.02869  -1.36591  -2.40655  0.21
H  -0.60763  -1.49915  -1.54987  0.22
H  0.54015  1.06525  -2.55204  0.18
H  -0.31536  2.00223  -0.63733  0.49

---

*two*
This record from OMol25 describes the molecule C3H8NO. The level of theory is ωB97M-V/def2-TZVPD.

Properties
Multiplicity: 2
Charge: 0

Each line ends with the natural charge from an NBO analysis.
Element x y z (Å)
C  -0.84184  -0.31511  -0.99610  -0.16
O  -2.10484  -0.58022  -0.56854  -0.29
C  0.22837  -0.38446  0.13390  -0.08
C  1.28744  0.70896  0.00688  -0.61
N  -0.36005  -0.37364  1.48790  -0.81
H  -0.87294  0.72180  -1.37423  0.22
H  -0.64008  -0.93191  -1.87781  0.21
H  0.68392  -1.37919  0.10717  0.18
H  0.94577  1.59492  0.54645  0.21
H  2.19661  0.33420  0.46317  0.23
H  1.42528  0.99000  -1.04085  0.20
H  -0.75445  0.54308  1.69756  0.34
H  -1.19317  -0.92844  1.41452  0.36

---

Least stable structure: *one*

---

*one*
This record from OMol25 describes the molecule C6H9N3. The level of theory is ωB97M-V/def2-TZVPD.

Properties
Charge: 0

Each line ends with the natural charge from an NBO analysis.
Element x y z (Å)
C  0.86572  0.94355  -0.87060  -0.26
C  1.68644  -0.28550  -0.37342  -0.45
C  1.05766  -0.93308  0.72535  -0.24
C  -0.29684  -1.14145  0.82251  -0.08
C  -2.19861  0.62299  -0.02617  -0.06
C  -1.10503  1.52258  0.73888  0.09
H  1.59704  1.57803  -1.42434  0.22
H  -0.01309  0.53004  -1.53167  0.25
H  1.67685  -1.16663  -1.28150  0.25
H  2.63332  -0.00237  -0.03134  0.21
H  1.85392  -1.05098  1.48489  0.21
H  -0.86892  -1.01263  1.88515  0.24
H  -1.24171  -2.35612  -0.39734  0.38
H  -3.25004  1.05027  -0.03785  0.21
H  0.77897  1.93705  1.04722  0.40
N  -0.94865  -1.24364  -0.53425  -0.54
N  -2.35615  -0.56758  -0.46455  -0.25
N  0.12911  1.57546  0.26904  -0.56

---

*two*
This record from OMol25 describes a cluster of 2 separate species, C6H9N3 in total. The level of theory is ωB97M-V/def2-TZVPD.

Properties
Charge: 0

Each line ends with the natural charge from an NBO analysis.
Element x y z (Å)
C  1.82458  0.74592  -0.94692  0.14
C  -0.32098  1.44448  -1.30152  -0.16
C  -0.27041  0.03437  -0.93496  -0.01
C  0.18753  0.19213  2.24370  0.45
C  -1.34417  -0.98420  -0.83697  -0.65
C  -0.98621  0.61761  2.52538  -0.65
N  0.97117  1.78033  -1.21701  -0.54
N  1.29384  -0.30488  2.05342  -0.69
N  1.14446  -0.32390  -0.69753  -0.49
H  2.79417  1.01312  -0.54251  0.20
H  -1.40153  -1.65879  -1.70600  0.22
H  -1.14082  -1.49562  0.04927  0.21
H  -2.30993  -0.54786  -0.72144  0.24
H  -1.80855  0.62947  1.81737  0.26
H  -1.28050  0.72033  3.57103  0.25
H  1.23577  2.62202  -1.73924  0.42
H  2.01316  0.25297  1.64358  0.37
H  1.33076  -1.14787  -0.19608  0.44

---

*three*
This record from OMol25 describes a structure of composition C6H9N3. The level of theory is ωB97M-V/def2-TZVPD.

Properties
Charge: 0

Each line ends with the natural charge from an NBO analysis.
Element x y z (Å)
C  -1.58042  1.59435  -0.22700  -0.42
C  -1.96406  -0.82352  0.34515  0.27
C  0.39105  0.26470  -0.19205  0.27
C  1.46172  1.07939  0.30675  -0.36
C  2.65760  0.19238  0.17236  -0.30
C  2.23965  -1.09053  -0.16470  -0.06
H  -2.69757  1.58240  -0.65133  0.22
H  -0.91355  2.57724  -0.81713  0.23
H  -1.31707  1.88760  1.07160  0.16
H  -2.93994  -0.59655  0.79540  0.21
H  -1.78520  -2.86781  0.41737  0.36
H  1.16754  2.20662  0.39280  0.24
H  3.67296  0.51768  0.14053  0.22
H  2.78966  -1.95582  0.01144  0.21
H  0.22385  -1.79213  -0.79494  0.46
N  -1.01866  0.31571  -0.40021  -0.48
N  -1.28195  -2.02961  0.02803  -0.68
N  0.89439  -1.06208  -0.43407  -0.54

---

*four*
This record from OMol25 describes a structure of composition C6H9N3. The level of theory is ωB97M-V/def2-TZVPD.

Properties
Charge: 0

Each line ends with the natural charge from an NBO analysis.
Element x y z (Å)
C  -2.92969  0.09383  0.15602  -0.07
C  -1.95798  1.04662  0.46917  -0.13
C  -1.15651  -0.74543  -0.39117  0.54
C  0.67459  0.39297  0.08006  0.12
C  1.39790  1.40070  -0.79221  -0.63
C  1.51040  -1.90190  0.29593  -0.43
N  -2.42946  -1.01366  -0.36988  -0.49
N  -0.78983  0.44274  0.10788  -0.41
N  0.85873  -0.93173  -0.50662  -0.37
H  -3.89528  0.11674  0.51382  0.20
H  -1.98922  2.11849  0.56272  0.22
H  0.95088  0.30853  1.26285  0.18
H  2.46159  1.20780  -0.45479  0.23
H  1.18880  2.37979  -0.52090  0.21
H  1.01597  1.39509  -1.84770  0.24
H  2.46103  -1.52966  0.50859  0.20
H  0.95531  -2.10748  1.24102  0.18
H  1.67280  -2.67344  -0.31480  0.21

---

Least stable structure: *one*